Computed, not measured: C5H7NO in the gas phase, with ωB97M-V/def2-TZVPD.

Each line ends with the Mulliken charge.
Cartesian coordinates (Å):
O 0.44019 -1.41338 -2.51650  -0.499
C 0.26350 -1.61649 -1.32600  -0.208
C 0.24664 -0.54301 -0.32556  0.074
C -0.13592 0.87669 -0.72707  -0.354
N -0.46274 1.03969 0.73132  -0.272
C 0.76674 1.07480 1.27820  -0.241
C -0.77604 -0.42299 0.80295  -0.374
H 0.15391 -2.66143 -0.95291  0.304
H 0.60138 1.60407 -1.07370  0.241
H -1.03640 0.94443 -1.35186  0.242
H 1.47743 1.82080 0.92725  0.273
H 0.91824 0.64854 2.26802  0.278
H -0.60416 -0.84041 1.79876  0.273
H -1.81743 -0.61014 0.50375  0.263

Computed properties:
Net charge: 0
LUMO level (spin up / spin down): -0.87 / -0.57 eV
Frontier orbital gap (spin up / spin down): 7.1 / 7.7 eV
Electronic energy: -324.53553 a.u.
ΔE to the lowest compared entry with this formula, charge and spin: 5.1414 eV
2S+1: 1
Strongest force on any atom: 0.435 eV/A